# 1
22
Properties=species:S:1:pos:R:3:lowdin_charge:R:1 method="wB97M-V/def2-TZVPD" total_charge=-1 smiles=CC(C)[C@H](C)NC[O-] spin_multiplicity=1 e_tot_ha=-366.9797 fmax_ev_per_a=1.5
C -1.690 0.637 0.569 -0.07
C -0.450 0.126 -0.249 -0.44
C 0.817 0.878 0.234 -0.40
C 1.486 0.218 1.426 -0.10
C 1.735 1.281 -0.931 -0.08
N -0.301 -1.274 -0.320 -0.03
C -1.338 -2.127 -1.023 -0.58
O -1.788 -3.104 -0.257 -0.34
H -2.490 -0.083 0.406 0.06
H -1.981 1.626 0.207 0.06
H -1.502 0.700 1.646 0.06
H -0.673 0.534 -1.231 0.12
H 0.446 1.819 0.615 0.11
H 2.025 -0.711 1.245 0.07
H 2.115 0.922 1.974 0.07
H 0.695 -0.026 2.148 0.07
H 1.533 2.304 -1.261 0.06
H 1.582 0.627 -1.792 0.07
H 2.787 1.208 -0.646 0.06
H -0.020 -1.727 0.538 0.08
H -2.141 -1.389 -1.319 0.07
H -0.848 -2.437 -1.980 0.07

# 2
23
Properties=species:S:1:pos:R:3:lowdin_charge:R:1 method="wB97M-V/def2-TZVPD" total_charge=+1 spin_multiplicity=1 e_tot_ha=-764.7751 fmax_ev_per_a=4.3
C -0.077 -0.828 -2.485 -0.07
C 1.225 -1.704 -0.431 -0.13
C -1.642 -0.465 2.522 -0.05
C 1.166 2.820 0.716 -0.26
C 0.068 -0.911 -0.961 -0.50
C 0.098 0.488 -0.366 -0.36
N -0.842 0.561 1.986 -0.10
O 0.175 0.894 2.629 -0.05
S 1.457 1.079 0.272 1.12
H 0.807 -0.176 -3.033 0.15
H -1.079 -0.288 -2.720 0.11
H -0.069 -1.826 -2.980 0.09
H 2.271 -1.397 -0.770 0.10
H 1.059 -2.864 -0.618 0.14
H 1.352 -1.592 0.640 0.05
H -2.266 -0.928 1.649 0.14
H -2.233 0.109 3.211 0.11
H -1.004 -1.096 3.107 0.10
H 2.122 3.310 1.013 0.08
H 0.589 2.878 1.553 -0.01
H 0.809 3.390 -0.164 0.08
H -0.816 -1.423 -0.643 0.13
H -0.702 1.152 -0.658 0.11

# 3
22
Properties=species:S:1:pos:R:3:lowdin_charge:R:1 method="wB97M-V/def2-TZVPD" total_charge=-2 spin_multiplicity=2 e_tot_ha=-689.8180 fmax_ev_per_a=0.9
C 3.432 -0.631 1.931 -0.53
C 2.431 0.271 1.238 -0.22
C 2.472 1.601 1.297 -0.38
N 1.734 2.487 0.478 -0.01
H 4.271 -0.022 2.284 -0.06
H 2.976 -1.159 2.777 -0.02
H 3.782 -1.422 1.260 -0.02
H 1.651 -0.188 0.639 0.07
H 3.168 2.100 1.964 0.03
H 1.575 3.363 0.957 0.03
H 0.833 2.112 0.147 -0.06
C -3.831 -0.632 -1.679 -0.18
C -2.395 -1.084 -1.874 -0.41
C -1.483 -0.815 -0.682 -0.78
S -1.313 0.948 -0.247 0.18
H -4.222 -1.050 -0.750 0.06
H -4.494 -0.924 -2.504 0.05
H -3.872 0.458 -1.664 0.03
H -2.350 -2.166 -2.108 0.08
H -1.957 -0.646 -2.778 0.08
H -0.513 -1.278 -0.887 0.03
H -1.892 -1.322 0.201 0.03

# 4
22
Properties=species:S:1:pos:R:3:lowdin_charge:R:1 method="wB97M-V/def2-TZVPD" total_charge=0 spin_multiplicity=2 e_tot_ha=-689.8299 fmax_ev_per_a=4.1
C -1.423 0.878 1.061 -0.27
C -2.406 0.659 -0.067 -0.61
S -3.304 -0.964 -0.013 0.59
C -0.151 0.010 0.895 -0.33
N 0.855 0.587 0.058 -0.13
C 2.034 -0.300 0.025 -0.28
C 2.982 0.520 -0.845 -0.29
C 4.234 -0.342 -0.952 -0.14
H -1.089 1.900 1.105 0.10
H -1.873 0.474 2.051 0.12
H -3.236 1.330 -0.054 0.05
H -1.860 0.804 -0.951 0.03
H -0.276 -1.093 0.553 0.13
H 0.192 -0.174 1.942 0.12
H 0.373 0.726 -0.979 0.18
H 2.359 -0.382 1.022 0.10
H 1.758 -1.265 -0.414 0.12
H 2.352 0.822 -1.783 0.13
H 3.173 1.567 -0.351 0.14
H 4.894 0.126 -1.675 0.06
H 4.433 -0.689 0.099 0.09
H 4.069 -1.384 -1.466 0.10

# 5
22
Properties=species:S:1:pos:R:3:lowdin_charge:R:1 method="wB97M-V/def2-TZVPD" total_charge=+1 spin_multiplicity=1 e_tot_ha=-689.6458 fmax_ev_per_a=2.8
C -1.206 1.164 -2.345 -0.15
C 0.009 1.649 -2.600 0.10
C -2.585 -0.019 -0.836 0.19
N -1.422 0.187 -1.360 0.02
H -2.129 1.456 -2.873 0.14
H 0.919 1.414 -2.049 0.05
H 0.188 2.272 -3.497 0.10
H -2.734 -0.728 -0.037 0.12
H -3.443 0.537 -1.228 0.13
H -0.564 -0.337 -1.096 0.02
C 0.816 -0.230 3.041 -0.10
C 0.448 -0.493 1.571 -0.37
C 1.591 -1.130 0.837 -0.51
S 1.324 -1.489 -0.992 0.75
H -0.036 0.158 3.519 0.05
H 1.689 0.497 3.122 0.10
H 1.173 -1.198 3.560 0.11
H -0.463 -1.115 1.534 0.10
H 0.156 0.468 1.085 0.10
H 1.823 -2.168 1.158 0.08
H 2.544 -0.557 0.916 0.10
H 1.903 -0.339 -1.432 -0.13

# 6
23
Properties=species:S:1:pos:R:3:lowdin_charge:R:1 method="wB97M-V/def2-TZVPD" total_charge=+1 spin_multiplicity=1 e_tot_ha=-1087.8069 fmax_ev_per_a=3.3
C -2.167 -0.742 -0.072 -0.07
C -1.144 -1.762 -0.535 -0.08
C -0.761 -0.661 0.366 -0.32
C 0.112 2.228 0.387 -0.11
C 0.828 0.841 -1.621 -0.13
C 0.743 0.986 -0.143 -0.67
N -0.403 -0.950 1.766 0.16
S 2.819 -1.246 -0.111 0.44
S 2.109 0.427 0.848 0.58
H -2.540 -0.038 -0.797 0.11
H -2.915 -1.045 0.649 0.11
H -1.187 -2.768 -0.137 0.11
H -0.835 -1.731 -1.568 0.11
H -0.934 2.283 0.096 0.09
H 0.614 3.095 -0.047 0.10
H 0.191 2.303 1.469 0.08
H 1.137 -0.160 -1.916 0.04
H -0.138 1.056 -2.072 0.10
H 1.548 1.558 -2.023 0.10
H 0.607 -0.648 1.875 0.05
H -0.480 -1.951 1.996 0.17
H -0.982 -0.409 2.420 0.18
H 3.780 -0.665 -0.830 -0.16

# 7
21
Properties=species:S:1:pos:R:3:lowdin_charge:R:1 method="wB97M-V/def2-TZVPD" total_charge=-1 spin_multiplicity=2 e_tot_ha=-312.1411 fmax_ev_per_a=3.4
C -2.519 1.325 0.343 -0.19
C -1.657 0.636 1.301 -0.34
C -0.734 -0.439 0.597 -0.30
C 0.189 -0.042 -0.563 -0.18
C 1.505 0.308 -0.499 -0.25
C 2.349 0.441 -1.770 -0.18
H -1.867 2.054 -0.247 0.09
H -3.352 1.943 0.719 0.06
H -2.804 0.563 -0.441 0.08
H -2.100 0.101 2.141 0.08
H -1.027 1.483 1.751 0.11
H -1.352 -1.185 0.168 0.07
H -0.133 -0.753 1.428 0.04
H -0.187 -0.268 -1.608 0.11
H 1.921 0.517 0.534 0.07
H 3.194 -0.267 -1.844 0.05
H 2.906 1.376 -1.886 0.05
H 1.625 0.375 -2.541 0.04
H 1.297 -3.190 1.517 -0.01
H 1.647 -2.148 0.289 -0.08
O 1.097 -2.829 0.612 -0.31

# 8
21
Properties=species:S:1:pos:R:3:lowdin_charge:R:1 method="wB97M-V/def2-TZVPD" total_charge=0 spin_multiplicity=1 e_tot_ha=-311.9610 fmax_ev_per_a=6.1
C 1.852 0.634 0.428 -0.31
O 2.858 0.674 1.205 -0.03
C 0.834 -0.357 0.442 -0.04
C -0.486 -0.025 -0.220 -0.44
C -0.728 -0.674 -1.636 -0.05
C -1.747 -0.212 0.645 -0.25
C -2.706 0.948 0.461 -0.13
H 0.648 -1.160 1.189 0.12
H 1.727 1.390 -0.411 0.11
H 6.962 -1.810 0.685 0.00
H -0.224 2.071 -0.490 0.22
H 6.512 -2.407 0.621 0.00
H -0.488 1.111 -0.472 0.02
H -0.910 -1.847 -1.648 0.13
H -1.684 -0.249 -1.991 0.06
H 0.021 -0.331 -2.353 0.07
H -2.375 -1.259 0.436 0.17
H -1.236 -0.277 1.632 0.11
H -2.301 1.865 0.996 0.09
H -2.889 1.172 -0.575 0.06
H -3.639 0.740 1.055 0.09

# 9
21
Properties=species:S:1:pos:R:3:lowdin_charge:R:1 method="wB97M-V/def2-TZVPD" total_charge=0 smiles="C=CCCCC.O" spin_multiplicity=1 e_tot_ha=-312.2042 fmax_ev_per_a=1.1
C -3.308 0.195 0.684 -0.12
C -2.152 0.155 -0.312 -0.28
C -0.799 -0.153 0.336 -0.24
C 0.313 -0.267 -0.710 -0.22
C 1.647 -0.788 -0.239 -0.22
C 2.797 -0.472 -0.837 -0.03
O 3.172 1.403 0.691 -0.09
H -4.257 0.422 0.185 0.07
H -3.143 0.961 1.450 0.07
H -3.420 -0.769 1.195 0.07
H -2.360 -0.606 -1.079 0.11
H -2.088 1.113 -0.845 0.11
H -0.557 0.626 1.074 0.12
H -0.876 -1.096 0.894 0.11
H 0.445 0.705 -1.206 0.12
H -0.022 -0.966 -1.487 0.12
H 2.442 0.756 0.730 0.00
H 1.647 -1.533 0.555 0.11
H 3.752 -0.901 -0.542 0.07
H 2.849 0.280 -1.621 0.08
H 3.916 0.934 1.083 0.04

# 10
21
Properties=species:S:1:pos:R:3:lowdin_charge:R:1 method="wB97M-V/def2-TZVPD" total_charge=0 smiles=CC(C)C[C@@H](C)O spin_multiplicity=1 e_tot_ha=-312.2479 fmax_ev_per_a=0.4
C -0.723 -0.612 -1.892 -0.08
C 0.037 0.484 -1.143 -0.44
C 1.266 0.924 -1.945 -0.09
C 0.474 0.046 0.263 -0.16
C -0.632 -0.316 1.253 -0.45
C -0.049 -0.623 2.634 -0.06
O -1.542 0.771 1.353 -0.04
H -0.966 -0.291 -2.912 0.08
H -1.663 -0.869 -1.394 0.07
H -0.115 -1.524 -1.968 0.08
H -0.630 1.349 -1.031 0.13
H 0.989 1.269 -2.948 0.08
H 1.971 0.090 -2.065 0.08
H 1.801 1.741 -1.446 0.08
H 1.048 0.869 0.714 0.12
H 1.156 -0.814 0.177 0.13
H -1.188 -1.198 0.897 0.14
H 0.576 0.209 2.988 0.09
H 0.570 -1.523 2.605 0.08
H -0.835 -0.789 3.385 0.08
H -1.599 0.952 2.296 0.08